No. 1
Here is a molecular structure, C3H6OS in a non-equilibrium geometry from the Open Molecules 2025 dataset. Energies are from ωB97M-V with the def2-TZVPD basis set.

```
! wB97M-V def2-TZVPD RIJCOSX def2/J DEFGRID3
* xyz 0 1
C -0.23276 1.44154 -0.12200
C -0.69832 -0.11002 -0.13513
C 0.31189 -1.25397 -0.14712
H -0.02367 1.85342 1.16705
H 0.80872 1.61811 -0.73845
H -1.22038 1.94213 -0.40128
H -0.35507 -2.04343 0.40998
H 0.29782 -1.62267 -1.25449
H 1.70378 -0.25618 1.11848
O 1.57687 -0.86511 0.04870
S -2.16888 -0.70383 0.05426
*
```

Kohn-Sham gap   8.43 eV
Maximum force   0.1389 hartree/bohr
Highest occupied orbital energy   -0.318 hartree
Energy above the lowest of the compared OMol25 structures with the same formula, charge and spin   94.9 kcal per mole

---

No. 2
Here is a molecular structure, H8KO4 in a non-equilibrium geometry from the Open Molecules 2025 dataset. Energies are from ωB97M-V with the def2-TZVPD basis set.

```
! wB97M-V def2-TZVPD RIJCOSX def2/J DEFGRID3
* xyz 1 1
K -0.47858 -0.12095 0.38601
O 1.18306 0.33799 -1.00987
H 0.61998 0.81817 -1.61699
H 0.97634 -0.58310 -1.16829
O -2.33023 -1.19002 -1.09404
H -1.95843 -1.06443 -1.96709
H -2.37451 -0.30876 -0.72301
O 1.08559 -1.09127 1.52998
H 0.84389 -1.44986 2.38393
H 1.74601 -1.69699 1.19355
O 0.27455 1.72862 0.68490
H -0.44395 2.22378 1.07836
H 0.85634 2.39680 0.32259
*
```

Kohn-Sham gap   12.36 eV
Maximum force   0.1266 hartree/bohr
Highest occupied orbital energy   -0.599 hartree
Energy above the lowest of the compared OMol25 structures with the same formula, charge and spin   90.7 kcal per mole

---

No. 3
Here is 2 unconnected molecules or ions with the total composition CH4NO2 in a non-equilibrium geometry from the Open Molecules 2025 dataset. Energies are from ωB97M-V with the def2-TZVPD basis set.

```
! wB97M-V def2-TZVPD RIJCOSX def2/J DEFGRID3
* xyz -1 1
O 0.68964 -1.75809 0.99247
H 0.04967 -0.97796 0.75123
C -0.77530 0.16137 -0.37160
N -0.25001 1.52307 -0.23936
O -0.41645 -0.60187 -1.33372
H 0.76891 -2.39111 0.19317
H -0.78581 2.32335 0.15939
H 0.71936 1.72125 -0.15158
*
```

Kohn-Sham gap   6.67 eV
Maximum force   0.0720 hartree/bohr
Highest occupied orbital energy   -0.063 hartree
Energy above the lowest of the compared OMol25 structures with the same formula, charge and spin   66.5 kcal per mole

---

No. 4
Here is a molecular structure, C38H42BIrN7O5S from the Open Molecules 2025 dataset. Energies are from ωB97M-V with the def2-TZVPD basis set.

```
! wB97M-V def2-TZVPD RIJCOSX def2/J DEFGRID3
* xyz -1 5
Ir -0.11374 -0.00857 0.12272
S 5.36467 0.04422 5.39022
N 3.75411 -0.11532 5.52653
C 3.25631 -0.04272 4.30878
C 1.84510 -0.11502 3.96940
C 0.85616 -0.20178 4.91017
C -0.48485 -0.19544 4.49365
C -0.75746 -0.14276 3.14598
N 0.18018 -0.12178 2.19160
C 1.51479 -0.05485 2.58003
C 2.49536 0.12971 1.59363
N 2.08084 0.19282 0.28791
C 2.96289 0.46631 -0.66034
C 4.31892 0.62987 -0.41996
C 4.77790 0.50730 0.88975
C 3.88074 0.26560 1.90426
C 4.25436 0.14789 3.29688
N 5.48039 0.21305 3.77896
H 1.12424 -0.24445 5.95754
H -1.30120 -0.22909 5.19914
H -1.77424 -0.11081 2.80111
H 2.56432 0.56326 -1.65884
H 4.98677 0.84337 -1.24101
H 5.82803 0.61130 1.13158
C -0.77236 -0.70678 -5.32674
N -0.90576 0.05006 -4.10109
C -0.09158 1.24820 -4.01565
C 0.27141 1.34150 -2.53925
O 0.89662 2.28304 -2.03937
N -0.13450 0.18024 -1.94287
C -0.71053 -0.64035 -2.89436
N -1.24765 -1.90081 -2.73013
H -0.96054 -0.04494 -6.17273
H -1.49749 -1.51673 -5.35952
H 0.23434 -1.14216 -5.43771
H -0.61957 2.14654 -4.34127
H 0.83445 1.16402 -4.61458
H -1.04735 -2.26091 -1.80242
H -2.25898 -1.91169 -2.90034
O -0.28616 1.72484 0.31522
C -8.74177 -1.12163 -1.46455
C -7.90117 0.10787 -1.83329
C -7.62468 0.06094 -3.33579
C -8.70498 1.38020 -1.53518
C -6.61100 0.11145 -1.01118
C -6.69136 0.15007 0.38393
C -5.56596 0.15193 1.20514
C -4.34253 0.11168 0.57849
O -3.08606 0.08641 1.12155
B -2.18828 -0.00479 0.03910
O -2.92893 0.02386 -1.15732
C -4.24424 0.07343 -0.79961
C -5.35205 0.07342 -1.61772
H -9.66468 -1.13697 -2.04829
H -9.01023 -1.12100 -0.40882
H -8.18985 -2.03940 -1.66886
H -8.57128 0.05939 -3.87771
H -7.07794 -0.83970 -3.61630
H -7.05141 0.92716 -3.66708
H -9.62766 1.38953 -2.11944
H -8.12685 2.26853 -1.79062
H -8.97238 1.44675 -0.48130
H -7.66543 0.17772 0.85624
H -5.64808 0.17915 2.28320
H -5.22170 0.04215 -2.68983
C -3.15662 -3.11128 0.15138
C -2.20528 -3.75277 1.16143
C -1.89112 -2.80859 2.31499
C -0.94115 -4.30546 0.52934
C -0.82675 -5.69278 0.51912
C 0.26542 -6.34665 -0.01369
C 1.27318 -5.56992 -0.55308
C 1.22354 -4.18068 -0.57303
C 2.42975 -3.48581 -1.16166
C 3.22715 -2.79556 -0.05637
C 2.09836 -2.58502 -2.34485
C 0.10291 -3.49361 -0.00831
O 0.01151 -2.15824 0.02122
H -4.11250 -2.85884 0.61829
H -3.34872 -3.78852 -0.68412
H -2.72792 -2.19646 -0.25883
H -2.73693 -4.61602 1.57468
H -1.35471 -1.94760 1.93353
H -1.25217 -3.29687 3.05358
H -2.80300 -2.46548 2.81287
H -1.63721 -6.27161 0.94971
H 0.32741 -7.42756 -0.01428
H 2.14254 -6.05130 -0.98865
H 3.06950 -4.27981 -1.56105
H 2.62870 -2.02818 0.42615
H 4.13734 -2.33530 -0.44784
H 3.50764 -3.52410 0.70766
H 1.51610 -1.72322 -2.04283
H 1.50335 -3.13300 -3.07899
H 3.01574 -2.23713 -2.82760
*
```

<S²>   6.05
Kohn-Sham gap (spin up / spin down)   3.87 / 6.67 eV
Maximum force   0.0138 hartree/bohr
Highest occupied orbital energy (spin up / spin down)   -0.067 / -0.182 hartree
Energy above the lowest of the compared OMol25 structures with the same formula, charge and spin   5.1 kcal per mole

---

No. 5
Here is 2 unconnected molecules or ions with the total composition C24H22FN2O in a non-equilibrium geometry from the Open Molecules 2025 dataset. Energies are from ωB97M-V with the def2-TZVPD basis set.

```
! wB97M-V def2-TZVPD RIJCOSX def2/J DEFGRID3
* xyz 1 1
C -5.52215 -0.52621 0.38492
O -4.65178 -1.40726 1.14571
C -3.58710 -0.84663 1.77399
C -2.63605 -1.72102 2.37644
C -1.48202 -1.18501 2.92200
C -1.37965 0.20091 3.10063
N -0.26482 0.68679 3.77923
C 0.80223 -0.11334 4.08235
N 1.73467 0.74898 4.57145
C 3.09074 0.35795 4.84760
C 1.21922 2.04631 4.69175
C -0.02662 2.01927 4.18297
C -2.34217 1.07602 2.57887
C -3.39319 0.55719 1.82230
H -6.29626 -1.19771 0.00173
H -5.97238 0.25872 1.02271
H -4.97447 -0.04364 -0.44760
H -2.83768 -2.79095 2.35358
H -0.65764 -1.81641 3.23967
H 3.25656 -0.61202 4.35695
H 3.78718 1.10431 4.44036
H 3.27347 0.25833 5.92734
H 1.79322 2.84673 5.10987
H -0.74882 2.79566 4.04439
H -2.25798 2.15204 2.72531
H -4.07316 1.23961 1.30479
F 3.82697 1.54523 -1.75953
C 2.77366 0.76078 -1.34202
C 1.61260 0.75863 -2.11688
C 0.55615 -0.07313 -1.71041
C 0.68352 -0.88390 -0.59573
C 1.87870 -0.89356 0.18781
C 1.92338 -1.79282 1.27799
C 3.01754 -2.30305 2.01231
C 2.72096 -3.24381 3.04982
C 3.69741 -3.71294 3.91080
C 5.00968 -3.22196 3.80837
C 5.34323 -2.33209 2.77155
C 4.39489 -1.96862 1.81888
C 2.90918 0.02078 -0.17598
H 1.54222 1.38813 -3.00148
H -0.37154 -0.08029 -2.28886
H -0.13201 -1.55008 -0.30755
H 0.95537 -2.20538 1.56113
H 1.69325 -3.59683 3.15248
H 3.45179 -4.45645 4.67779
H 5.77665 -3.54256 4.51777
H 6.36185 -1.93568 2.69983
H 4.69969 -1.44119 0.91770
H 3.78280 0.15971 0.45422
*
```

Kohn-Sham gap   4.39 eV
Maximum force   0.0464 hartree/bohr
Highest occupied orbital energy   -0.374 hartree

---

No. 6
Here is a single C4H4N2O molecule in a non-equilibrium geometry from the Open Molecules 2025 dataset. Energies are from ωB97M-V with the def2-TZVPD basis set.

```
! wB97M-V def2-TZVPD RIJCOSX def2/J DEFGRID3
* xyz 0 1
N 2.78197 0.23942 1.27154
C 1.97051 0.25410 0.44839
C 0.95211 0.23051 -0.62113
O 0.13105 -0.90729 -0.49365
C -1.19709 -0.76015 -0.03689
C -1.47890 0.50562 0.66145
N -1.70788 1.51437 1.17756
H 1.46498 0.17799 -1.58630
H 0.38522 1.16636 -0.59120
H -1.89564 -0.83456 -0.88066
H -1.40634 -1.58636 0.65089
*
```

Kohn-Sham gap   11.93 eV
SMILES   N#CCOCC#N
Maximum force   0.0224 hartree/bohr
Highest occupied orbital energy   -0.421 hartree
Energy above the lowest of the compared OMol25 structures with the same formula, charge and spin   42.1 kcal per mole